Record 1
A cluster of 2 separate species, C4H10N2O2 in total at a distorted geometry. Source: OMol25; level of theory: ωB97M-V/def2-TZVPD.

The lowest unoccupied orbital energy comes out at 0.50 eV. The HOMO energy is -8.78 eV. As for the energy above the lowest of the compared OMol25 structures with the same formula, charge and spin: 56.2 kcal/mol.

Element x y z (Å)
C (1.13, -0.13, -0.63)
C (1.76, 0.88, 0.29)
C (-2.02, 0.11, 1.29)
N (-0.91, 0.62, -0.82)
C (-1.58, -0.29, -0.11)
N (0.96, -1.40, -0.24)
O (1.43, -0.03, -1.94)
O (-1.65, -1.51, -0.43)
H (1.50, 0.90, -2.19)
H (-0.89, 0.28, -1.78)
H (0.86, -1.50, 0.76)
H (0.12, -1.85, -0.68)
H (1.51, 1.88, -0.04)
H (1.38, 0.75, 1.31)
H (2.84, 0.74, 0.28)
H (-1.82, 1.16, 1.49)
H (-3.09, -0.09, 1.38)
H (-1.52, -0.51, 2.04)

Record 2
An isolated molecule of C4H10N2O2 at a distorted geometry. Source: OMol25; level of theory: ωB97M-V/def2-TZVPD.

The lowest unoccupied orbital energy comes out at 0.87 eV. As for the SMILES: NCC[C@@H](N)C(=O)O. The HOMO energy is -9.51 eV. As for the energy above the lowest of the compared OMol25 structures with the same formula, charge and spin: 25.2 kcal/mol.

Element x y z (Å)
O (-0.42, -0.43, 2.43)
C (0.40, 0.16, 1.77)
O (1.07, 1.21, 2.29)
C (0.74, -0.15, 0.33)
C (-0.22, 0.59, -0.62)
C (-1.59, -0.08, -0.64)
N (-1.51, -1.43, -1.18)
N (2.11, 0.30, 0.07)
H (0.60, -1.21, 0.13)
H (0.28, 0.65, -1.59)
H (-0.33, 1.64, -0.34)
H (-2.31, 0.54, -1.18)
H (-1.90, -0.11, 0.39)
H (-2.32, -1.97, -0.91)
H (-1.50, -1.44, -2.19)
H (2.36, 0.55, -0.87)
H (1.72, 1.46, 1.62)
H (2.81, -0.26, 0.48)

Record 3
A cluster of 3 separate species, C4H10N2O2 in total at a distorted geometry. Source: OMol25; level of theory: ωB97M-V/def2-TZVPD.

The lowest unoccupied orbital energy comes out at 0.38 eV. As for the SMILES: Cc1c[nH]cn1.O.O. The HOMO energy is -8.74 eV. As for the energy above the lowest of the compared OMol25 structures with the same formula, charge and spin: 38.6 kcal/mol.

Element x y z (Å)
C (1.33, 2.26, -1.38)
C (0.62, 1.14, -0.70)
C (-0.50, 0.41, -0.99)
N (-0.56, -0.58, -0.02)
C (0.58, -0.49, 0.71)
N (1.27, 0.56, 0.36)
H (1.49, 3.11, -0.72)
H (2.32, 1.98, -1.73)
H (0.77, 2.59, -2.25)
H (-1.50, 0.59, -1.36)
H (-1.23, -1.34, 0.03)
H (0.87, -1.22, 1.45)
H (-2.52, -3.06, -1.37)
H (-1.00, -3.05, -1.26)
O (-1.80, -3.10, -0.73)
H (-0.82, -0.12, 3.22)
H (0.64, 0.38, 3.08)
O (0.03, -0.07, 3.67)

Record 4
An isolated molecule of C4H10N2O2 at a distorted geometry. Source: OMol25; level of theory: ωB97M-V/def2-TZVPD.

The lowest unoccupied orbital energy comes out at 0.74 eV. As for the SMILES: NC(=O)C[C@@H](N)CO. The HOMO energy is -9.13 eV. As for the energy above the lowest of the compared OMol25 structures with the same formula, charge and spin: 53.5 kcal/mol.

Element x y z (Å)
C (-0.73, -1.79, 0.77)
O (0.11, -2.72, 1.48)
C (0.27, -0.69, 0.37)
C (-0.50, 0.38, -0.56)
C (0.38, 1.51, -1.09)
N (-0.06, 2.31, -2.08)
O (1.45, 1.69, -0.59)
N (0.76, -0.10, 1.53)
H (-1.45, -1.46, 1.65)
H (-1.21, -2.37, -0.10)
H (1.16, -1.05, -0.32)
H (-1.37, 0.71, 0.15)
H (-1.06, -0.17, -1.41)
H (0.47, 2.98, -2.55)
H (-1.08, 2.21, -2.31)
H (1.75, 0.22, 1.38)
H (0.93, -2.31, 1.81)
H (0.19, 0.64, 1.87)

Record 5
An isolated molecule of C4H10N2O2 at a distorted geometry. Source: OMol25; level of theory: ωB97M-V/def2-TZVPD.

The lowest unoccupied orbital energy comes out at 0.66 eV. The HOMO energy is -8.29 eV. As for the energy above the lowest of the compared OMol25 structures with the same formula, charge and spin: 83.1 kcal/mol.

Element x y z (Å)
C (-1.20, 0.71, 0.63)
C (-0.24, 0.21, -1.43)
C (1.26, -0.96, 0.38)
N (-1.36, 0.01, -0.54)
C (0.99, 0.47, -0.51)
N (-1.87, 0.19, 1.71)
O (2.12, 0.67, -1.33)
O (0.63, 1.44, 0.33)
H (2.60, -0.16, -1.41)
H (-1.57, -0.97, -0.39)
H (-1.35, 1.78, 0.54)
H (-1.81, -0.80, 1.87)
H (-1.84, 0.74, 2.55)
H (-0.40, 1.12, -2.01)
H (-0.12, -0.65, -2.10)
H (0.61, -1.14, 1.24)
H (1.27, -1.82, -0.29)
H (2.27, -0.81, 0.78)

Record 6
A cluster of 2 separate species, C4H10N2O2 in total at a distorted geometry. Source: OMol25; level of theory: ωB97M-V/def2-TZVPD.

The lowest unoccupied orbital energy comes out at 0.46 eV. As for the SMILES: C=C(C)C(N)=O.NO. The HOMO energy is -8.81 eV. As for the energy above the lowest of the compared OMol25 structures with the same formula, charge and spin: 107.8 kcal/mol.

Element x y z (Å)
C (-1.31, 1.58, -0.04)
C (-0.78, 0.23, -0.45)
C (-1.54, -0.62, -1.17)
H (-0.30, -0.71, 1.06)
H (-1.73, 2.13, -0.89)
H (-2.08, 1.48, 0.72)
H (-0.54, 2.22, 0.39)
H (-2.59, -0.43, -1.36)
H (-1.19, -1.62, -1.41)
C (0.90, 0.09, -0.50)
N (1.27, -0.67, 2.47)
N (1.39, -0.75, -1.46)
O (0.52, -1.33, 1.44)
O (1.56, 0.96, 0.03)
H (2.20, -0.55, 2.04)
H (0.93, 0.30, 2.51)
H (0.92, -1.59, -1.75)
H (2.39, -0.70, -1.61)